Entry 1:
This record from the OMol25 dataset describes a structure of composition C27H41O3Si at a distorted geometry. The level of theory is ωB97M-V/def2-TZVPD.

Computed properties:
Molecular weight = 441.71 g mol⁻¹
Total charge = +1
Largest force on an atom = 3.44 eV/A
LUMO energy = -3.536 eV
Energy = -1568.37882 hartree

Each line ends with the Mulliken charge.
Positions of all 72 atoms, in Å:
C 4.270 4.426 -2.176  -1.318
C 2.766 4.621 -2.098  -0.270
C 2.167 4.845 -0.716  -0.149
C 0.694 4.600 -0.555  -0.558
O 0.603 3.241 -1.173  -0.183
C -0.361 2.385 -0.893  0.184
C 0.036 1.025 -1.133  -0.727
O -1.489 2.884 -0.471  -0.151
Si -2.731 2.163 0.560  0.161
C -2.837 0.379 0.213  -1.242
C -2.125 2.536 2.278  -0.766
C -4.428 3.006 0.222  1.676
C -5.234 2.181 -0.802  -1.746
C -4.198 4.426 -0.325  -1.598
C -5.185 3.053 1.567  -1.712
H 4.548 4.268 -3.220  0.386
H 4.821 5.312 -1.835  0.340
H 4.607 3.556 -1.596  0.294
H 2.464 5.464 -2.718  0.418
H 2.293 3.743 -2.541  0.110
H 2.619 4.168 0.015  -0.291
H 2.371 5.868 -0.411  0.625
H 0.392 4.542 0.495  0.344
H -0.002 5.254 -1.100  0.410
H -0.851 0.383 -1.322  0.360
H 0.606 1.089 -2.110  0.417
H -3.650 0.013 0.873  0.432
H -3.101 0.111 -0.822  0.393
H -1.913 -0.157 0.477  0.411
H -2.689 1.960 3.030  0.398
H -1.068 2.265 2.428  -0.044
H -2.245 3.597 2.537  0.404
H -5.434 1.158 -0.450  0.357
H -6.204 2.675 -0.953  0.497
H -4.728 2.132 -1.779  0.338
H -3.588 5.045 0.352  0.321
H -3.728 4.404 -1.322  0.309
H -5.178 4.916 -0.432  0.485
H -4.674 3.677 2.314  0.335
H -6.181 3.484 1.397  0.488
H -5.339 2.048 1.993  0.340
C 1.487 2.206 6.596  -0.811
O 2.195 2.789 5.484  -0.448
C 1.992 2.236 4.248  0.711
C 2.790 2.752 3.184  -0.956
C 2.595 2.279 1.894  -0.042
C 1.614 1.273 1.632  0.545
C 1.391 0.746 0.285  -0.168
C 1.592 -0.674 0.061  0.701
C 1.811 -1.102 -1.283  -0.663
C 1.856 -2.450 -1.632  -0.809
C 1.878 -3.446 -0.642  0.948
C 1.933 -4.919 -0.959  -1.386
C 1.825 -3.022 0.698  -1.021
C 1.742 -1.685 1.058  -0.571
C 0.895 0.730 2.706  -1.292
C 1.066 1.201 3.997  -0.445
H 1.786 2.807 7.444  0.262
H 0.404 2.270 6.460  0.324
H 1.777 1.160 6.746  0.337
H 3.515 3.524 3.400  0.506
H 3.247 2.640 1.101  0.851
H 1.849 1.448 -0.462  0.449
H 1.950 -0.322 -2.045  0.391
H 1.824 -2.682 -2.704  0.352
H 1.527 -5.471 -0.101  0.367
H 1.336 -5.168 -1.845  0.362
H 2.932 -5.357 -1.144  0.267
H 1.795 -3.775 1.492  0.321
H 1.821 -1.445 2.121  0.567
H 0.227 -0.113 2.540  0.464
H 0.441 0.806 4.789  0.409

---

Entry 2:
This record from the OMol25 dataset describes a cluster of 2 separate species, C27H42F5N4O4 in total at a distorted geometry. The level of theory is ωB97M-V/def2-TZVPD.

Computed properties:
Molecular weight = 581.65 g mol⁻¹
Total charge = +1
Largest force on an atom = 2.96 eV/A
LUMO energy = -2.723 eV
Energy = -2073.01827 hartree

Each line ends with the Mulliken charge.
Positions of all 82 atoms, in Å:
C 0.923 -3.400 3.249  -1.358
C -0.209 -3.700 2.277  -0.367
C -1.405 -2.732 2.389  -0.820
C -1.872 -2.185 1.048  -0.086
C -2.902 -1.053 1.159  -1.124
C -2.292 0.354 1.054  1.701
C -3.132 1.355 0.230  -1.256
C -2.273 2.168 -0.725  -0.916
C -1.849 1.349 -1.952  0.703
C -1.576 2.186 -3.193  -1.544
N -0.424 3.058 -3.031  -0.066
C 0.865 2.811 -2.861  0.625
N 1.728 3.809 -2.584  -0.722
C 2.880 3.238 -2.354  -0.167
N 2.859 1.918 -2.473  -0.065
C 4.025 1.027 -2.245  -0.462
O 5.020 1.393 -3.120  -0.352
C 5.521 0.366 -4.010  -0.262
C 6.987 0.637 -4.301  -0.396
C 7.938 -0.166 -3.413  -1.249
N 1.554 1.616 -2.856  0.541
C 1.277 0.208 -3.124  0.067
F 2.290 -0.178 -3.956  -0.254
F 0.166 0.145 -3.861  -0.240
C 1.206 -0.656 -1.909  0.600
C 1.190 -2.029 -2.076  -0.988
C 1.113 -2.843 -0.970  -1.314
C 1.054 -2.298 0.300  -0.510
C 1.062 -0.924 0.456  0.550
C 0.979 -0.319 1.828  0.360
F 1.351 0.977 1.816  -0.339
F 1.774 -0.963 2.697  -0.361
F -0.270 -0.376 2.318  0.032
C 1.144 -0.102 -0.647  -0.214
H 1.573 -2.606 2.880  0.396
H 1.557 -4.273 3.397  0.379
H 0.541 -3.088 4.217  0.392
H -0.556 -4.718 2.437  0.575
H 0.156 -3.659 1.248  0.237
H -2.243 -3.271 2.829  0.566
H -1.157 -1.907 3.057  0.297
H -2.329 -3.005 0.490  0.666
H -1.015 -1.859 0.452  -0.416
H -3.622 -1.168 0.351  0.503
H -3.421 -1.131 2.112  0.274
H -2.149 0.767 2.051  0.169
H -1.296 0.306 0.606  -1.334
H -3.935 0.844 -0.296  0.519
H -3.609 2.060 0.911  0.283
H -2.807 3.073 -1.021  0.548
H -1.388 2.501 -0.180  0.327
H -0.936 0.834 -1.669  -0.749
H -2.633 0.635 -2.193  0.730
H -1.514 1.595 -4.098  0.262
H -2.427 2.849 -3.332  0.601
H -0.615 4.047 -2.993  0.298
H 3.784 3.763 -2.090  0.507
H 3.725 -0.010 -2.340  0.385
H 4.340 1.206 -1.217  0.287
H 4.931 0.405 -4.923  0.230
H 5.408 -0.604 -3.529  0.324
H 7.194 0.440 -5.349  0.365
H 7.154 1.695 -4.106  0.210
H 7.997 0.275 -2.419  0.305
H 7.596 -1.191 -3.293  0.334
H 8.946 -0.173 -3.816  0.373
H 1.233 -2.470 -3.061  0.617
H 1.103 -3.915 -1.091  0.499
H 0.993 -2.937 1.169  0.539
H 1.144 0.970 -0.510  0.727
C -3.511 1.469 5.195  -0.206
O -4.891 1.730 5.444  -0.329
C -5.705 0.768 5.009  0.814
O -5.360 -0.230 4.432  -0.555
O -6.951 1.104 5.314  -0.338
C -7.940 0.152 4.906  -0.629
H -2.959 2.322 5.579  0.295
H -3.188 0.566 5.710  0.291
H -3.329 1.364 4.126  -0.134
H -7.770 -0.806 5.391  0.298
H -7.928 0.027 3.826  0.294
H -8.893 0.565 5.222  0.221

---

Entry 3:
This record from the OMol25 dataset describes a structure of composition C27H42N2O10S4 at a distorted geometry. The level of theory is ωB97M-V/def2-TZVPD.

Computed properties:
Molecular weight = 682.91 g mol⁻¹
Largest force on an atom = 1.79 eV/A
LUMO energy = 0.507 eV
Energy = -3508.62391 hartree

Each line ends with the Mulliken charge.
Positions of all 85 atoms, in Å:
O -1.589 4.682 3.294  -0.571
S -0.412 4.327 2.573  1.205
O 0.752 5.105 2.784  -0.612
O -0.133 2.788 2.750  -0.370
C -0.761 1.973 1.671  1.337
C 0.414 1.229 1.026  -1.929
C 0.112 -0.276 0.952  -0.381
C 0.448 -0.953 2.268  -0.494
C -0.315 -2.262 2.476  -1.211
N -1.741 -2.028 2.346  0.437
C -2.488 -1.274 3.199  -0.546
C -3.784 -1.229 2.722  -0.766
C -3.804 -1.995 1.541  -0.595
C -2.532 -2.484 1.327  -0.680
C -1.508 3.040 0.892  -0.296
C -2.128 2.754 -0.438  -0.064
C -1.622 1.846 -1.372  0.001
C -2.346 1.680 -2.546  -0.712
C -3.519 2.389 -2.763  -0.327
N -4.002 3.267 -1.886  -0.623
C -3.305 3.429 -0.771  -0.367
O -0.697 4.234 1.000  -0.503
H -1.432 1.284 2.173  0.195
H 1.264 1.368 1.685  0.435
H 0.700 1.635 0.062  0.634
H 0.653 -0.717 0.124  0.586
H -0.946 -0.366 0.703  0.424
H 0.212 -0.274 3.088  0.378
H 1.520 -1.148 2.283  0.235
H -0.093 -2.640 3.470  0.383
H -0.015 -2.980 1.722  0.381
H -2.091 -0.805 4.080  0.417
H -4.617 -0.712 3.156  0.491
H -4.649 -2.158 0.904  0.839
H -2.189 -3.101 0.520  0.395
H -2.376 3.261 1.525  0.604
H -0.721 1.290 -1.195  0.425
H -1.995 0.995 -3.303  0.400
H -4.069 2.221 -3.676  0.362
H -3.691 4.147 -0.059  0.448
C 6.204 -0.539 0.990  -0.598
C 5.322 0.549 1.615  -0.790
C 4.318 0.996 0.545  0.670
S 4.073 -0.421 -0.530  0.981
O 4.585 -0.104 -1.841  -0.630
O 2.737 -0.948 -0.355  -0.630
C 5.248 -1.497 0.286  -0.763
H 6.803 -1.055 1.738  0.372
H 6.884 -0.091 0.263  0.303
H 4.789 0.137 2.475  0.319
H 5.911 1.393 1.968  0.363
H 3.364 1.283 0.973  -0.341
H 4.713 1.810 -0.062  0.036
H 5.727 -2.131 -0.456  0.408
H 4.693 -2.106 1.000  0.327
C -8.194 -6.302 0.298  -0.572
C -7.196 -6.682 1.401  -0.656
C -6.000 -5.729 1.285  -0.648
S -6.639 -4.205 0.574  1.272
O -6.044 -4.014 -0.725  -0.677
O -6.632 -3.164 1.565  -0.650
C -8.321 -4.784 0.358  -0.787
H -9.158 -6.788 0.439  0.348
H -7.803 -6.605 -0.676  0.291
H -7.670 -6.562 2.377  0.306
H -6.877 -7.720 1.318  0.330
H -5.554 -5.498 2.249  0.364
H -5.241 -6.112 0.606  0.377
H -8.738 -4.342 -0.544  0.405
H -8.890 -4.467 1.231  0.336
C 6.463 4.420 -5.032  -0.605
C 5.641 3.126 -5.119  -0.731
C 6.028 2.252 -3.918  -0.351
S 6.541 3.388 -2.624  1.145
O 7.942 3.186 -2.355  -0.693
O 5.565 3.381 -1.562  -0.666
C 6.350 4.887 -3.584  -0.734
H 6.101 5.179 -5.722  0.352
H 7.508 4.214 -5.275  0.298
H 4.578 3.368 -5.071  0.314
H 5.815 2.599 -6.055  0.355
H 5.197 1.655 -3.551  0.183
H 6.875 1.607 -4.143  0.373
H 7.117 5.600 -3.289  0.390
H 5.360 5.289 -3.371  0.339